Record 1
Below is a molecular structure, C31H32BrNO3PSbW at a distorted geometry, with properties calculated with ωB97M-V/def2-TZVPD.

Summary:
**Net charge**: +2
**LUMO (spin up / spin down)**: -7.35 / -7.35 eV
**HOMO-LUMO gap (spin up / spin down)**: 6.6 / 6.6 eV

Structure (XYZ):
```
71
Properties=species:S:1:pos:R:3:lowdin_charge:R:1
W -0.056 0.144 -0.558 1.271
O 1.954 0.004 -1.260 -0.085
C 1.923 -0.196 -0.025 -0.386
C 2.801 -0.591 1.011 -0.225
C 4.193 -0.699 0.985 0.040
C 4.826 -1.119 2.142 -0.019
C 4.086 -1.429 3.278 0.002
C 2.693 -1.327 3.304 -0.018
C 2.047 -0.890 2.168 -0.271
P 0.246 -0.838 1.873 1.093
C -0.188 0.935 1.665 -0.506
C 0.712 2.026 1.694 -0.067
C 0.243 3.327 1.605 -0.048
C -1.117 3.581 1.461 -0.034
C -2.017 2.533 1.361 -0.028
C -1.564 1.223 1.459 -0.122
C -0.540 -1.391 3.394 -0.383
C -0.914 -2.731 3.497 -0.085
C -1.467 -3.201 4.678 -0.050
C -1.657 -2.335 5.746 -0.040
C -1.294 -0.997 5.642 -0.050
C -0.735 -0.521 4.468 -0.081
H 4.752 -0.458 0.091 0.138
H 5.903 -1.216 2.163 0.127
H 4.603 -1.766 4.167 0.129
H 2.141 -1.597 4.196 0.122
H 1.770 1.843 1.842 0.122
H 0.942 4.151 1.671 0.128
H -1.470 4.604 1.421 0.130
H -3.074 2.722 1.229 0.131
H -2.279 0.407 1.446 0.122
H -0.775 -3.404 2.658 0.109
H -1.757 -4.239 4.761 0.119
H -2.094 -2.701 6.665 0.121
H -1.449 -0.328 6.476 0.119
H -0.451 0.522 4.390 0.113
C 2.023 4.172 -1.404 -0.174
C 0.576 4.148 -1.882 -0.399
Sb -0.094 2.203 -2.458 1.461
C 1.150 1.686 -4.113 -0.402
C 0.803 0.293 -4.628 -0.176
C -1.997 2.538 -3.355 -0.389
C -3.015 1.440 -3.070 -0.184
H 2.306 5.175 -1.085 0.085
H 2.709 3.880 -2.200 0.072
H 2.187 3.498 -0.560 0.044
H 0.454 4.759 -2.778 0.069
H -0.115 4.539 -1.134 0.041
H 2.194 1.760 -3.810 0.057
H 0.982 2.445 -4.880 0.069
H 0.947 -0.469 -3.857 0.045
H 1.440 0.024 -5.470 0.086
H -0.232 0.234 -4.972 0.071
H -1.804 2.635 -4.425 0.067
H -2.334 3.513 -3.002 0.062
H -2.663 0.464 -3.410 0.064
H -3.948 1.651 -3.592 0.088
H -3.241 1.358 -2.005 0.058
Br 1.741 -4.524 -2.698 0.798
C -0.094 -4.295 -2.347 -0.656
C -0.993 -5.346 -2.532 -0.135
N -2.290 -5.227 -2.299 0.110
C -2.763 -4.067 -1.875 -0.041
C -1.939 -2.958 -1.659 -0.116
C -0.576 -3.083 -1.904 -0.070
C -2.581 -1.723 -1.177 -0.447
O -3.734 -1.500 -1.035 0.187
O -1.662 -0.723 -0.817 -0.309
H -0.642 -6.310 -2.880 0.121
H -3.829 -3.998 -1.695 0.138
H 0.097 -2.243 -1.758 0.070
```

---

Record 2
Below is 5 unconnected molecules or ions with the total composition C31H32IN8O9 at a distorted geometry, with properties calculated with ωB97M-V/def2-TZVPD.

Summary:
**Energy relative to the best compared isomer or geometry (same formula, charge and spin)**: 87.2 kJ/mol
**Net charge**: +1
**LUMO**: -3.58 eV
**HOMO-LUMO gap**: 7.8 eV

Structure (XYZ):
```
81
Properties=species:S:1:pos:R:3:lowdin_charge:R:1
N 3.654 -1.649 4.340 0.219
C 3.415 -0.551 4.453 -0.270
O 3.338 0.755 4.147 0.076
N 2.316 0.979 3.227 0.006
C 0.924 0.905 3.680 -0.034
C 0.238 0.328 2.380 -0.260
C -1.189 0.891 2.303 -0.132
C -2.083 0.026 3.268 -0.280
C -3.211 -0.733 2.478 -0.597
I -3.564 -2.743 3.245 0.722
N 1.208 0.696 1.316 0.114
C 2.431 0.441 1.976 -0.299
N 3.391 -0.219 1.445 0.321
H 0.665 0.173 4.465 0.147
H 0.521 1.857 4.051 0.142
H 0.322 -0.769 2.447 0.162
H -1.237 1.926 2.670 0.121
H -1.530 0.843 1.261 0.081
H -2.465 0.631 4.116 0.085
H -1.432 -0.740 3.727 0.064
H -2.941 -0.763 1.417 0.037
H -4.147 -0.186 2.639 0.042
H 1.123 1.639 0.946 0.155
H 3.226 -0.609 0.519 0.160
H 4.272 -0.452 1.893 0.151
C 1.960 0.536 -4.786 -0.060
C 1.013 -0.470 -4.931 -0.042
C 0.053 -0.667 -3.950 0.008
C 0.052 0.153 -2.833 -0.151
C 0.996 1.156 -2.673 -0.020
C 1.953 1.346 -3.657 -0.061
N -0.975 -0.041 -1.805 -0.332
O -1.774 -0.936 -1.963 0.105
O -0.969 0.709 -0.836 0.026
H 2.705 0.692 -5.557 0.097
H 1.022 -1.098 -5.812 0.119
H -0.682 -1.451 -4.068 0.125
H 0.992 1.792 -1.799 0.103
H 2.694 2.128 -3.548 0.111
C -0.473 5.835 -8.181 -0.066
C 0.735 5.921 -7.501 -0.064
C 1.542 4.802 -7.375 -0.005
C 1.129 3.605 -7.939 -0.148
C -0.076 3.504 -8.614 -0.001
C -0.879 4.627 -8.733 -0.060
N 1.991 2.423 -7.828 -0.347
O 3.036 2.536 -7.210 0.056
O 1.616 1.397 -8.359 0.081
H -1.098 6.713 -8.283 0.110
H 1.049 6.863 -7.071 0.110
H 2.482 4.874 -6.845 0.118
H -0.396 2.567 -9.048 0.121
H -1.822 4.563 -9.261 0.111
C 4.770 -3.669 0.088 -0.094
C 3.448 -3.986 0.381 -0.085
C 2.591 -4.395 -0.630 -0.004
C 3.073 -4.484 -1.925 -0.141
C 4.386 -4.165 -2.232 0.005
C 5.238 -3.754 -1.217 -0.064
N 2.173 -4.936 -2.997 -0.352
O 1.022 -5.185 -2.696 0.085
O 2.634 -5.030 -4.116 0.089
H 5.439 -3.355 0.882 0.104
H 3.088 -3.918 1.401 0.104
H 1.564 -4.641 -0.399 0.122
H 4.753 -4.234 -3.246 0.124
H 6.266 -3.504 -1.443 0.112
C -7.153 -1.097 8.315 -0.061
C -6.785 -0.960 6.982 -0.058
C -5.504 -0.545 6.657 -0.006
C -4.603 -0.275 7.673 -0.145
C -4.959 -0.400 9.007 0.001
C -6.242 -0.813 9.325 -0.058
N -3.240 0.141 7.328 -0.335
O -2.962 0.255 6.143 0.026
O -2.460 0.345 8.234 0.093
H -8.153 -1.427 8.567 0.111
H -7.497 -1.180 6.198 0.112
H -5.223 -0.440 5.619 0.104
H -4.253 -0.184 9.796 0.121
H -6.533 -0.918 10.362 0.112
```

---

Record 3
Below is a molecular structure, C31H32N10O3S2W, with properties calculated with ωB97M-V/def2-TZVPD.

Summary:
**Energy relative to the best compared isomer or geometry (same formula, charge and spin)**: 168.3 kJ/mol
**Net charge**: +2
**LUMO (spin up / spin down)**: -6.19 / -6.19 eV
**HOMO-LUMO gap (spin up / spin down)**: 6.6 / 6.6 eV

Structure (XYZ):
```
79
Properties=species:S:1:pos:R:3:lowdin_charge:R:1
W -0.017 0.682 -0.106 1.298
C -3.317 1.054 2.939 0.033
C -2.240 0.527 2.063 -0.242
N -1.244 1.242 1.680 -0.095
N -1.174 2.544 2.133 0.037
C -0.009 3.196 1.961 -0.746
N 0.106 4.424 2.429 0.170
S 1.300 2.357 1.282 0.812
C -2.174 -0.859 1.594 -0.225
C -2.984 -1.869 2.076 0.038
C -2.786 -3.161 1.611 0.001
C -1.777 -3.390 0.697 0.011
C -1.008 -2.322 0.270 -0.104
N -1.204 -1.073 0.691 -0.046
H -2.897 1.505 3.841 0.109
H -4.023 0.285 3.232 0.087
H -3.881 1.819 2.396 0.111
H -2.036 3.030 2.331 0.160
H -0.666 4.925 2.841 0.137
H 0.929 4.954 2.194 0.127
H -3.755 -1.670 2.804 0.120
H -3.407 -3.971 1.969 0.130
H -1.571 -4.379 0.313 0.129
H -0.209 -2.476 -0.438 0.098
C 3.556 0.906 -0.069 -0.074
C 3.063 -0.227 -0.906 -0.303
C 4.050 -1.123 -1.383 -0.004
C 3.705 -2.219 -2.110 0.030
C 2.360 -2.380 -2.497 -0.150
C 1.940 -3.412 -3.368 -0.009
C 0.656 -3.427 -3.834 -0.042
C -0.243 -2.410 -3.464 -0.070
C 0.135 -1.419 -2.591 -0.572
S -0.942 -0.127 -2.130 0.814
C 1.437 -1.409 -2.059 -0.257
N 1.768 -0.404 -1.164 -0.013
H 4.637 0.986 -0.158 0.094
H 3.321 0.749 0.984 0.049
H 3.122 1.851 -0.384 0.022
H 5.082 -0.920 -1.137 0.122
H 4.449 -2.934 -2.439 0.136
H 2.658 -4.160 -3.677 0.126
H 0.329 -4.202 -4.514 0.120
H -1.243 -2.404 -3.879 0.118
C 1.821 3.788 -3.262 0.011
C 1.317 2.818 -2.312 -0.138
N 0.915 2.081 -1.539 -0.013
H 1.194 3.776 -4.154 0.106
H 2.845 3.539 -3.535 0.102
H 1.786 4.776 -2.804 0.106
N 4.014 -4.017 1.353 0.191
C 2.854 -4.026 2.062 -0.508
O 2.251 -5.027 2.375 0.106
C 2.279 -2.676 2.410 -0.100
C 2.049 -2.335 3.735 0.038
C 1.401 -1.143 3.996 -0.003
C 0.977 -0.363 2.935 -0.148
N 1.167 -0.691 1.650 -0.026
C 1.832 -1.830 1.410 -0.074
H 4.458 -4.913 1.212 0.125
H 4.606 -3.204 1.367 0.108
H 2.360 -2.996 4.533 0.142
H 1.209 -0.817 5.008 0.123
H 0.478 0.573 3.129 0.072
H 1.949 -2.134 0.383 0.107
C -5.113 1.565 -1.933 0.008
N -3.813 2.197 -1.710 -0.046
C -3.526 3.432 -2.212 -0.032
C -2.408 4.079 -1.856 0.020
C -1.469 3.444 -0.955 -0.499
O -0.544 4.067 -0.446 -0.025
N -1.654 2.075 -0.696 -0.047
C -2.938 1.560 -0.856 -0.563
O -3.321 0.556 -0.262 0.015
H -5.632 2.115 -2.712 0.097
H -5.709 1.574 -1.022 0.100
H -4.971 0.534 -2.247 0.100
H -4.269 3.855 -2.874 0.139
H -2.193 5.082 -2.190 0.120
```